(1)
Below is a structure of composition C43H27F21GeN3O4S4SiW, with properties calculated with wB97M-V/def2-TZVPD.

```
! wB97M-V def2-TZVPD RIJCOSX def2/J DEFGRID3
* xyz 1 3
W -0.46 0.11 -0.34
C 3.83 1.72 3.98
C 2.64 2.34 4.30
C 1.44 1.90 3.75
C 1.40 0.83 2.85
C 2.62 0.21 2.55
C 3.82 0.64 3.10
Si -0.25 0.14 2.23
C -0.40 -1.59 3.00
C 0.71 -2.23 3.56
C 0.61 -3.50 4.14
C -0.61 -4.14 4.20
C -1.74 -3.52 3.68
C -1.62 -2.27 3.08
C -1.58 1.25 2.96
C -1.50 2.64 2.75
C -2.44 3.50 3.29
C -3.50 2.99 4.04
C -3.59 1.63 4.26
C -2.64 0.77 3.73
H 4.76 2.05 4.41
H 2.63 3.17 5.00
H 0.52 2.39 4.04
H 2.63 -0.66 1.91
H 4.74 0.12 2.87
H 1.67 -1.74 3.58
H 1.49 -3.97 4.55
H -0.69 -5.12 4.65
H -2.71 -4.00 3.73
H -2.52 -1.82 2.68
H -0.68 3.05 2.18
H -2.36 4.57 3.13
H -4.24 3.67 4.46
H -4.40 1.23 4.87
H -2.71 -0.29 3.94
F -0.33 -3.95 -3.93
C 0.21 -4.30 -2.76
C -0.43 -4.00 -1.57
C 0.22 -4.33 -0.39
F -0.32 -4.01 0.78
C 1.43 -4.99 -0.38
F 2.03 -5.32 0.76
C 2.03 -5.30 -1.59
F 3.20 -5.93 -1.61
C 1.43 -4.94 -2.78
F 2.03 -5.22 -3.94
Ge -2.13 -3.09 -1.44
S -2.24 -1.33 -0.05
C -3.53 -4.20 -0.63
C -3.34 -5.43 -0.01
F -2.16 -6.06 -0.09
C -4.34 -6.08 0.68
F -4.12 -7.24 1.28
C -5.60 -5.50 0.76
F -6.57 -6.11 1.42
C -5.84 -4.29 0.14
F -7.05 -3.74 0.20
C -4.81 -3.66 -0.53
F -5.08 -2.46 -1.07
C -2.86 -2.64 -3.20
C -3.22 -3.71 -4.00
F -3.00 -4.96 -3.57
C -3.81 -3.56 -5.24
F -4.14 -4.62 -5.98
C -4.05 -2.29 -5.72
F -4.61 -2.12 -6.91
C -3.69 -1.19 -4.96
F -3.91 0.04 -5.42
C -3.10 -1.38 -3.72
F -2.78 -0.26 -3.05
F 4.25 -1.88 -1.54
C 4.03 -0.84 -0.76
F 4.69 0.22 -1.17
F 4.34 -1.13 0.48
S 2.22 -0.43 -0.90
O 1.36 -1.49 -0.34
O 1.87 0.87 -0.30
N 2.15 -0.36 -2.49
S 0.66 -0.16 -2.94
O 0.08 1.10 -2.42
O -0.18 -1.30 -2.65
C 0.82 -0.03 -4.77
F 1.38 1.13 -5.07
F -0.41 -0.09 -5.26
F 1.54 -1.04 -5.20
C -4.42 2.24 -2.19
N -3.24 3.10 -2.28
C -3.48 4.32 -3.06
C -2.12 2.91 -1.58
S -2.20 1.86 -0.20
N -1.03 3.64 -1.88
C -0.59 3.85 -3.26
C 0.02 3.87 -0.88
H -4.80 2.05 -3.19
H -5.20 2.73 -1.60
H -4.17 1.29 -1.72
H -4.51 4.64 -2.87
H -3.38 4.14 -4.13
H -2.81 5.11 -2.75
H -1.31 3.45 -3.97
H 0.35 3.32 -3.42
H -0.44 4.91 -3.47
H -0.41 4.26 0.04
H 0.70 4.61 -1.29
H 0.59 2.98 -0.65
*
```

HOMO (spin up / spin down) ... -0.40679 / -0.40111 hartree
⟨S²⟩ ... 2.04
Relative energy (zero: lowest compared OMol25 entry of this formula, charge and spin) ... 0.0 kJ/mol

(2)
Below is a structure of composition C43H28BrCl2IN4OPPt, with properties calculated with wB97M-V/def2-TZVPD.

```
! wB97M-V def2-TZVPD RIJCOSX def2/J DEFGRID3
* xyz -1 1
Pt -0.37 0.40 0.11
Br 1.11 0.14 -7.59
C -0.67 0.33 -6.98
C -1.00 1.43 -6.19
C -2.30 1.57 -5.74
C -3.27 0.62 -6.07
C -2.92 -0.44 -6.90
C -1.62 -0.60 -7.34
N -4.66 0.76 -5.74
N -5.06 1.10 -4.61
C -4.19 1.21 -3.49
C -4.34 2.35 -2.73
C -3.47 2.67 -1.69
C -2.44 1.80 -1.33
O -1.58 2.07 -0.41
C -2.37 0.53 -2.02
N -1.43 -0.35 -1.58
C -1.31 -1.52 -2.16
C -2.17 -1.92 -3.20
C -3.13 -1.06 -3.66
C -3.23 0.23 -3.10
H -0.25 2.15 -5.93
H -2.56 2.41 -5.11
H -3.69 -1.15 -7.18
H -1.35 -1.44 -7.97
H -5.13 3.04 -3.01
H -3.58 3.59 -1.14
H -0.56 -2.19 -1.77
H -2.06 -2.92 -3.60
H -3.81 -1.37 -4.43
I 2.99 1.86 -0.18
C 3.47 0.11 0.87
C 4.47 -0.61 0.26
C 5.05 -1.73 0.88
C 4.67 -2.05 2.15
C 3.65 -1.32 2.80
C 3.34 -1.67 4.14
C 2.36 -1.02 4.82
C 1.58 -0.07 4.13
C 1.80 0.28 2.83
P 0.42 1.21 2.03
C 0.81 2.98 2.22
C 1.87 3.43 3.01
C 2.12 4.78 3.14
C 1.31 5.71 2.49
C 0.26 5.26 1.70
C 0.00 3.91 1.57
C -0.96 1.02 3.22
C -1.36 2.02 4.10
C -2.44 1.80 4.96
C -3.10 0.59 4.94
C -2.70 -0.41 4.07
C -1.64 -0.20 3.20
C 2.95 -0.27 2.14
H 4.82 -0.31 -0.72
H 5.82 -2.29 0.37
H 5.13 -2.87 2.68
H 3.91 -2.47 4.60
H 2.13 -1.27 5.84
H 0.72 0.34 4.66
H 2.51 2.71 3.51
H 2.95 5.12 3.74
H 1.51 6.77 2.58
H -0.38 5.98 1.19
H -0.81 3.56 0.94
H -0.84 2.97 4.13
H -2.75 2.59 5.64
H -3.94 0.42 5.61
H -3.21 -1.37 4.05
H -1.30 -0.97 2.52
Cl 2.00 -0.96 -1.97
C 1.69 -2.42 -1.04
C 2.17 -3.61 -1.57
C 1.98 -4.81 -0.90
C 1.31 -4.77 0.32
C 0.83 -3.59 0.83
Cl 0.02 -3.65 2.39
C 0.96 -2.29 0.20
N 0.56 -1.21 0.81
H 2.69 -3.58 -2.52
H 2.35 -5.74 -1.31
H 1.15 -5.68 0.89
*
```

HOMO ... -0.11202 hartree
Relative energy (zero: lowest compared OMol25 entry of this formula, charge and spin) ... 44.5 kJ/mol

(3)
Below is a structure of composition C43H30BrCeNO2P2S2, with properties calculated with wB97M-V/def2-TZVPD.

```
! wB97M-V def2-TZVPD RIJCOSX def2/J DEFGRID3
* xyz -1 2
Ce 0.27 0.54 0.15
S -2.13 1.01 -1.51
P -2.81 -0.22 -0.04
C -1.64 -1.19 0.66
P -0.88 -2.42 -0.20
S 0.69 -1.87 -1.39
C -0.23 -3.64 0.99
C 0.64 -4.65 0.58
C 1.12 -5.57 1.49
C 0.73 -5.49 2.83
C -0.13 -4.49 3.24
C -0.61 -3.57 2.32
C -2.03 -3.39 -1.23
C -2.82 -4.38 -0.66
C -3.77 -5.03 -1.42
C -3.95 -4.70 -2.76
C -3.16 -3.71 -3.33
C -2.20 -3.06 -2.57
C -4.32 -1.07 -0.59
C -4.94 -1.94 0.30
C -6.13 -2.57 -0.04
C -6.70 -2.34 -1.29
C -6.08 -1.49 -2.18
C -4.89 -0.85 -1.84
C -3.47 0.90 1.25
C -4.77 1.39 1.18
C -5.24 2.30 2.12
C -4.41 2.75 3.13
C -3.11 2.28 3.21
C -2.65 1.36 2.28
H 0.96 -4.69 -0.45
H 1.80 -6.35 1.17
H 1.12 -6.21 3.54
H -0.42 -4.41 4.28
H -1.27 -2.76 2.62
H -2.69 -4.64 0.38
H -4.39 -5.80 -0.97
H -4.71 -5.20 -3.35
H -3.30 -3.43 -4.37
H -1.58 -2.28 -3.01
H -4.48 -2.13 1.27
H -6.61 -3.24 0.66
H -7.62 -2.84 -1.56
H -6.51 -1.32 -3.16
H -4.40 -0.18 -2.53
H -5.43 1.06 0.39
H -6.26 2.66 2.05
H -4.77 3.46 3.86
H -2.44 2.63 3.99
H -1.62 1.01 2.37
Br 1.02 -0.34 3.21
C 2.91 -0.21 3.16
C 3.61 -0.36 4.32
C 5.02 -0.30 4.28
C 5.67 -0.11 3.09
C 4.94 0.05 1.89
C 5.61 0.24 0.65
C 4.90 0.38 -0.50
C 3.48 0.35 -0.46
C 2.76 0.18 0.70
C 3.53 0.01 1.89
H 3.10 -0.53 5.25
H 5.59 -0.42 5.20
H 6.75 -0.07 3.06
H 6.70 0.26 0.65
H 5.41 0.53 -1.44
H 2.97 0.48 -1.41
O 1.81 3.80 -2.66
C 1.61 3.83 -1.47
N 1.04 2.83 -0.70
C 0.99 3.25 0.58
O 0.53 2.55 1.50
C 1.54 4.63 0.71
C 1.70 5.47 1.80
C 2.26 6.72 1.55
C 2.63 7.10 0.26
C 2.47 6.24 -0.82
C 1.92 5.00 -0.56
H 1.40 5.16 2.79
H 2.40 7.41 2.37
H 3.07 8.08 0.11
H 2.76 6.52 -1.83
*
```

HOMO (spin up / spin down) ... -0.17446 / -0.17475 hartree
⟨S²⟩ ... 0.75

(4)
Below is a structure of composition C43H33AsCl4O12PdS, with properties calculated with wB97M-V/def2-TZVPD.

```
! wB97M-V def2-TZVPD RIJCOSX def2/J DEFGRID3
* xyz -2 5
Pd -0.18 1.95 -0.04
O 3.38 3.36 -1.89
As 2.70 1.88 -1.18
O 4.08 1.04 -0.94
O 1.98 1.39 -2.73
C 2.14 2.67 0.57
C 2.91 2.28 1.66
C 2.84 3.00 2.84
C 2.01 4.11 2.95
C 1.25 4.52 1.87
C 1.33 3.81 0.68
S 0.53 4.50 -0.77
O -0.72 5.08 -0.35
O 1.48 5.46 -1.31
O 0.39 3.32 -1.66
H 2.76 4.11 -1.91
H 3.58 1.44 1.54
H 3.46 2.71 3.68
H 1.96 4.67 3.88
H 0.60 5.38 1.91
Cl -6.53 5.17 0.40
C -4.98 4.53 0.77
C -4.41 4.76 2.04
Cl -5.29 5.67 3.21
C -3.16 4.26 2.35
Cl -2.46 4.55 3.90
C -2.39 3.51 1.42
O -1.26 3.07 1.71
C -2.98 3.25 0.08
O -2.37 2.59 -0.77
C -4.29 3.79 -0.16
Cl -4.96 3.50 -1.72
C 0.12 -4.77 -1.44
C -0.86 -3.61 -1.37
C -2.27 -4.08 -1.75
O -0.51 -2.54 -2.25
C -0.40 -1.30 -1.54
C -1.08 -1.70 -0.20
O -0.83 -3.09 -0.07
C -0.94 -0.89 1.12
O -1.30 0.39 0.77
C -2.02 -1.44 2.10
C -3.00 -0.57 2.57
C -3.95 -0.98 3.49
C -3.94 -2.29 3.96
C -2.97 -3.17 3.50
C -2.02 -2.75 2.58
C 0.34 -1.04 1.96
C 0.57 -0.06 2.92
C 1.55 -0.25 3.89
C 2.33 -1.39 3.88
C 2.14 -2.34 2.90
C 1.13 -2.18 1.96
C 1.04 -0.64 -1.64
O 1.27 0.20 -0.59
C 2.17 -1.69 -1.74
C 3.14 -1.71 -0.75
C 4.16 -2.66 -0.76
C 4.23 -3.60 -1.77
C 3.28 -3.57 -2.78
C 2.26 -2.64 -2.77
C 1.09 0.34 -3.02
C 1.69 -0.30 -4.23
C 1.03 -0.45 -5.41
C -0.30 0.01 -5.56
C -0.91 0.70 -4.51
C -0.28 0.88 -3.31
H 0.13 -5.20 -2.44
H -0.20 -5.53 -0.72
H 1.12 -4.43 -1.18
H -2.25 -4.47 -2.77
H -2.97 -3.25 -1.71
H -2.59 -4.86 -1.06
H -1.07 -0.60 -2.03
H -2.15 -1.57 -0.42
H -2.99 0.45 2.19
H -4.70 -0.28 3.84
H -4.67 -2.61 4.68
H -2.95 -4.19 3.86
H -1.26 -3.44 2.23
H -0.05 0.83 2.93
H 1.68 0.50 4.66
H 3.09 -1.54 4.65
H 2.76 -3.23 2.87
H 0.97 -2.95 1.22
H 3.11 -0.95 0.02
H 4.90 -2.64 0.03
H 5.02 -4.35 -1.77
H 3.33 -4.30 -3.59
H 1.53 -2.66 -3.55
H 2.74 -0.50 -4.15
H 1.54 -0.89 -6.25
H -0.81 -0.11 -6.51
H -1.90 1.13 -4.66
H -0.76 1.49 -2.56
*
```

HOMO (spin up / spin down) ... -0.08829 / -0.13218 hartree
⟨S²⟩ ... 6.07
Relative energy (zero: lowest compared OMol25 entry of this formula, charge and spin) ... 120.9 kJ/mol

(5)
Below is a structure of composition C43H33BaBrN4O2PSe2Te2, with properties calculated with wB97M-V/def2-TZVPD.

```
! wB97M-V def2-TZVPD RIJCOSX def2/J DEFGRID3
* xyz -1 1
Ba -0.31 -0.21 0.09
Br 7.41 -2.71 -0.02
C 5.92 -1.54 0.08
C 6.01 -0.40 0.86
C 4.92 0.45 0.96
C 3.75 0.14 0.27
C 3.68 -1.00 -0.51
C 4.77 -1.85 -0.61
N 2.52 0.89 0.38
C 2.50 1.99 1.00
C 1.25 2.86 1.13
C 1.33 4.00 1.89
C 0.22 4.84 1.95
C -0.91 4.50 1.24
C -0.91 3.32 0.50
N 0.15 2.51 0.46
H 6.93 -0.18 1.40
H 5.00 1.32 1.59
H 2.77 -1.21 -1.06
H 4.72 -2.73 -1.24
H 3.39 2.42 1.47
H 2.25 4.24 2.42
H 0.26 5.74 2.55
H -1.79 5.13 1.24
H -1.77 3.02 -0.08
C 5.53 -3.57 4.87
C 4.45 -3.06 5.59
C 3.38 -2.50 4.93
C 3.35 -2.43 3.54
C 4.43 -2.94 2.83
C 5.51 -3.51 3.48
P 1.98 -1.70 2.56
C 1.36 -0.41 3.72
C 0.06 -0.36 4.21
C -0.35 0.70 5.02
C 0.52 1.72 5.34
C 1.82 1.68 4.86
C 2.23 0.64 4.05
C 0.63 -2.91 2.49
C 0.61 -4.09 3.24
C -0.47 -4.94 3.10
C -1.51 -4.58 2.24
C -1.46 -3.40 1.52
C -0.37 -2.50 1.59
H 6.37 -4.01 5.39
H 4.46 -3.11 6.67
H 2.54 -2.10 5.50
H 4.44 -2.87 1.74
H 6.35 -3.89 2.91
H -0.63 -1.16 3.95
H -1.37 0.71 5.40
H 0.19 2.54 5.97
H 2.52 2.47 5.11
H 3.25 0.61 3.68
H 1.42 -4.35 3.91
H -0.51 -5.87 3.65
H -2.36 -5.25 2.14
H -2.30 -3.18 0.87
Se 3.17 0.57 -3.88
Te 1.06 1.26 -2.74
Te -0.64 0.57 -4.77
Se -2.82 1.24 -4.01
O -1.45 -5.64 -5.71
C -2.61 -5.28 -5.11
O -3.64 -5.79 -5.47
C -2.53 -4.21 -4.07
C -1.37 -3.52 -3.73
C -1.39 -2.54 -2.77
C -2.58 -2.19 -2.12
C -3.74 -2.89 -2.45
C -3.71 -3.88 -3.41
N -2.51 -1.17 -1.18
C -3.61 -0.52 -0.86
C -3.69 0.36 0.25
C -4.91 1.00 0.60
C -5.01 1.74 1.73
C -3.89 1.88 2.57
C -2.72 1.30 2.17
N -2.59 0.56 1.05
H -0.72 -5.14 -5.30
H -0.42 -3.71 -4.22
H -0.48 -1.99 -2.57
H -4.67 -2.68 -1.93
H -4.61 -4.43 -3.68
H -4.51 -0.59 -1.47
H -5.77 0.87 -0.06
H -5.96 2.20 1.99
H -3.93 2.45 3.49
H -1.82 1.42 2.76
*
```

HOMO (spin up / spin down) ... -0.15486 / -0.13000 hartree
Relative energy (zero: lowest compared OMol25 entry of this formula, charge and spin) ... 159.4 kJ/mol

no.,DFT total energy (hartree)
1,-8243.14812
2,-6202.48960
3,-6390.30116
4,-7163.86415
5,-10307.80691